Computed, not measured: C35H47BrMnN4P2 as an isolated structure in a non-equilibrium geometry, with wB97M-V/def2-TZVPD.

**Charge**: +2
**Multiplicity**: 6
**Frontier orbital gap (alpha / beta)**: 0.2576 / 0.2340 Eh

Geometry as XYZ:
```
90
C35H47BrMnN4P2 (wB97M-V/def2-TZVPD)
N 3.850 3.688 -3.732
C 4.056 3.679 -2.411
C 4.313 2.497 -1.712
C 4.261 1.269 -2.421
C 4.076 1.313 -3.822
C 3.878 2.556 -4.435
C 4.219 0.017 -1.709
Mn -0.216 -1.474 0.061
P -2.538 -2.208 1.428
C 3.821 -1.141 -2.311
C 2.947 -2.006 -1.550
C 1.981 -2.805 -2.210
C 0.926 -3.345 -1.498
C 0.866 -3.149 -0.086
C 1.854 -2.331 0.608
C 2.910 -1.846 -0.152
Br -0.204 -4.455 1.090
H 4.505 0.063 -0.653
H 3.989 -1.353 -3.373
H 4.533 2.514 -0.645
H 4.069 0.408 -4.422
H 4.040 4.641 -1.886
H 3.751 2.610 -5.522
H 2.130 -2.973 -3.278
H 3.743 -1.363 0.360
H 0.193 -4.006 -1.951
H 1.887 -2.325 1.699
P -1.331 -0.109 -1.801
C -1.837 -2.504 3.132
C -2.389 -3.664 3.944
H -1.955 -1.551 3.676
H -0.755 -2.647 2.996
H -1.836 -3.713 4.894
H -3.445 -3.548 4.212
H -2.241 -4.631 3.445
C -3.275 -3.641 0.497
C -4.235 -4.566 1.215
H -2.421 -4.225 0.127
H -3.763 -3.188 -0.385
H -4.328 -5.501 0.642
H -3.890 -4.844 2.217
H -5.242 -4.139 1.287
C -4.057 -1.247 1.787
C -4.879 -1.756 2.961
H -4.647 -1.255 0.860
H -3.744 -0.208 1.955
H -5.777 -1.138 3.061
H -5.211 -2.791 2.820
H -4.326 -1.698 3.902
C -2.444 1.342 -1.556
C -3.826 1.066 -0.975
H -2.539 1.789 -2.560
H -1.900 2.064 -0.931
H -4.539 1.805 -1.368
H -4.200 0.072 -1.232
H -3.835 1.164 0.117
C -2.345 -1.127 -2.942
C -1.562 -2.183 -3.701
H -2.830 -0.424 -3.637
H -3.141 -1.585 -2.336
H -2.228 -2.709 -4.394
H -0.750 -1.737 -4.282
H -1.125 -2.929 -3.031
C 0.056 0.535 -2.830
C 0.432 1.981 -2.551
H -0.228 0.399 -3.885
H 0.930 -0.113 -2.654
H 1.128 2.340 -3.318
H -0.442 2.640 -2.556
H 0.942 2.088 -1.585
N 5.227 7.024 4.143
C 4.461 6.246 3.719
C 3.542 5.255 3.224
C 4.035 4.065 2.670
C 3.159 3.073 2.220
C 1.780 3.286 2.345
C 1.268 4.479 2.875
C 2.157 5.469 3.311
N 0.892 2.252 1.984
C -0.492 2.264 2.163
C -0.970 1.102 1.660
N 0.093 0.360 1.127
C 1.201 1.074 1.377
H 5.114 3.911 2.588
H 3.554 2.148 1.804
H 0.193 4.640 2.951
H 1.770 6.409 3.714
H -1.030 3.084 2.610
H -1.973 0.706 1.671
H 2.208 0.760 1.139
```

Listed below, in e, are the Mulliken charges computed for each atom:
1. N -0.5113
2. C -0.5103
3. C -0.3327
4. C 0.6216
5. C -0.3164
6. C -0.5868
7. C -0.3205
8. Mn 0.9210
9. P 0.1401
10. C -0.8930
11. C 0.4130
12. C -0.9539
13. C -0.6106
14. C 0.0500
15. C -0.6454
16. C -0.6560
17. Br 0.0063
18. H 0.6300
19. H 0.5697
20. H 0.4360
21. H 0.3018
22. H 0.3807
23. H 0.3546
24. H 0.4385
25. H 0.9803
26. H 0.7995
27. H 0.6660
28. P 1.1313
29. C -0.3309
30. C -1.5010
31. H 0.5060
32. H 0.2677
33. H 0.4383
34. H 0.3128
35. H 0.2658
36. C 0.1375
37. C -1.4998
38. H 0.1567
39. H 0.1945
40. H 0.4350
41. H 0.2447
42. H 0.3446
43. C -0.2340
44. C -1.5278
45. H 0.4351
46. H 0.2753
47. H 0.4395
48. H 0.2731
49. H 0.3280
50. C -1.2054
51. C -1.0624
52. H 0.6839
53. H 0.5255
54. H 0.3983
55. H 0.1990
56. H 0.2236
57. C -0.8095
58. C -0.8192
59. H 0.5640
60. H 0.1602
61. H 0.4519
62. H 0.2737
63. H -0.0551
64. C -0.0682
65. C -1.1913
66. H 0.6180
67. H -0.2547
68. H 0.3182
69. H 0.4013
70. H 0.1500
71. N -0.4378
72. C -0.0989
73. C 0.4136
74. C -1.0394
75. C -0.4323
76. C 1.8206
77. C -0.5774
78. C -1.0366
79. N 0.4479
80. C -0.3713
81. C -1.0344
82. N 0.6975
83. C -0.2335
84. H 0.4527
85. H 0.4428
86. H 0.3391
87. H 0.4570
88. H 0.4046
89. H -0.1260
90. H -0.0544